1.
2 unconnected molecules or ions with the total composition C7H17NOSi. Source: OMol25; level of theory: ωB97M-V/def2-TZVPD.

Structure (XYZ):
```
27
Properties=species:S:1:pos:R:3:forces:R:3
C 0.232480 -1.584611 0.542664 2.1 -2.7 4.1
C 2.566188 1.074281 0.282851 1.7 -0.8 3.6
C 3.123884 -0.053973 -1.901336 2.3 1.3 4.3
C -3.151915 -0.270998 0.953660 -0.5 -0.5 -1.1
C -2.592274 0.933407 -1.829556 -0.1 -3.2 -1.1
C -0.360514 -0.832864 -0.378723 -1.9 4.2 -3.7
C 2.255370 0.735021 -0.969890 -2.4 -0.8 -4.8
N 1.002483 -2.673088 0.316484 -0.5 0.0 0.1
O -0.100590 -1.624174 1.871870 -0.7 1.2 -0.7
Si -1.777138 0.470385 -0.174256 -0.2 0.7 1.4
H 1.815637 1.616042 0.835777 0.5 0.2 0.6
H 3.538416 0.617149 0.649445 -1.4 1.0 0.3
H -0.560047 -0.783122 1.968309 -0.2 0.1 0.9
H 3.691216 -0.820231 -1.219533 -0.4 1.4 -1.5
H 2.563023 -0.589227 -2.545013 -1.7 -1.6 -2.6
H 3.783063 0.715433 -2.372121 0.1 -1.1 -0.1
H -3.103844 -1.359237 0.871017 -0.2 -0.1 -0.4
H -3.161231 -0.168533 2.006906 0.8 0.7 1.3
H -4.190815 0.045196 0.721097 0.6 -0.1 -0.5
H -2.047300 0.778263 -2.783893 0.3 -0.4 0.7
H -3.563874 0.368547 -2.028665 1.2 0.5 0.7
H -2.822129 1.924290 -1.936878 -0.7 2.8 0.4
H 0.040062 -0.738014 -1.421384 -0.2 -0.7 1.1
H 1.387632 1.210432 -1.435513 0.3 0.1 0.0
H 1.287698 -2.701513 -0.601225 0.9 -0.5 -2.4
H 1.734553 -2.880398 0.955616 0.2 -0.1 0.7
H -1.371905 1.805792 0.699199 -0.1 -1.5 -1.3
```
Positions in Å, forces in eV/Å.

Calculated values
- M (g/mol) = 159.31
- energy relative to the best compared isomer or geometry (same formula, charge and spin) (kcal/mol) = 52.7
- multiplicity = 3
- ⟨S²⟩ = 2.008

2.
A molecular structure, C19H14F6FeN6O7PSTe4. Source: OMol25; level of theory: ωB97M-V/def2-TZVPD.

Structure (XYZ):
```
59
Properties=species:S:1:pos:R:3:forces:R:3
Fe -0.840749 -0.299525 0.223751 0.0 -0.9 -0.3
Te 2.330107 0.641314 0.387020 0.7 -0.3 -0.8
Te 3.402488 3.200673 0.070485 -0.1 0.1 0.0
Te 2.424564 3.279059 -2.474611 -0.1 -0.2 0.2
Te 1.174748 0.862346 -2.376525 0.6 0.2 0.6
F -1.467547 -0.538985 -1.565503 0.1 0.1 0.0
P -0.674088 -0.172676 -5.395974 0.2 -0.2 0.1
F 2.302806 -0.063234 -3.672199 -0.2 0.2 0.3
F 0.257167 0.575713 -6.418706 -0.1 0.0 0.0
F 0.179519 1.904644 -3.813822 0.1 -0.1 -0.3
F -2.011319 0.572922 -5.727321 0.0 0.0 0.0
F -0.922603 -1.473712 -6.280975 -0.1 0.1 -0.1
O 3.981353 -0.758499 6.113596 0.0 0.0 0.1
C 2.898210 -1.663776 5.926519 -0.1 0.0 0.0
N 1.947771 -1.058814 5.051871 -0.1 0.4 0.1
C 0.804537 -0.505556 5.499823 0.0 -0.1 0.1
O 0.440307 -0.520250 6.665696 0.1 0.1 0.1
C -0.096536 0.125527 4.466725 0.1 0.0 -0.1
C -1.091076 0.982858 4.919438 -0.1 -0.1 0.0
C -1.986220 1.514402 4.011893 0.0 0.0 -0.1
C -1.849077 1.187353 2.675812 0.0 0.2 -0.1
N -0.874114 0.401683 2.224426 0.3 -0.1 0.1
C -0.023503 -0.139311 3.107753 0.0 0.0 0.2
H 4.514747 -1.080800 6.846281 0.0 0.0 0.0
H 2.398091 -1.870910 6.872384 0.0 0.0 0.0
H 3.249027 -2.587592 5.460451 0.0 0.0 0.0
H 2.225480 -0.985636 4.080551 0.0 -0.3 -0.1
H -1.161804 1.183216 5.979838 0.0 0.0 0.0
H -2.793138 2.163535 4.319594 0.0 0.0 0.0
H -2.535770 1.579312 1.935736 0.0 0.0 0.0
H 0.718195 -0.827910 2.715312 0.0 0.1 0.0
O -0.637971 2.920235 0.048339 0.2 0.0 0.2
C -0.273025 1.939837 -0.380614 -0.9 0.6 -0.2
O -4.546210 -3.802108 -2.232810 0.0 -0.1 0.0
S -3.814381 -4.079487 -1.029450 0.0 0.2 0.0
O -4.013151 -5.348824 -0.385611 0.0 0.0 0.0
N -3.951637 -2.828734 0.013339 0.1 -0.1 0.0
C -2.763801 -2.426206 0.387497 0.3 0.0 0.1
O -2.474760 -1.399582 1.075206 -0.4 0.1 0.0
C -1.581152 -3.140774 -0.207725 -0.1 -0.1 0.1
C -0.371137 -2.925935 0.305867 0.0 0.2 0.0
C 1.005723 -3.273695 -1.816129 0.0 0.1 -0.1
C -0.008656 -3.899977 -2.715527 0.1 -0.1 0.0
C -1.406188 -4.287135 -2.436904 -0.1 0.0 0.1
C -2.049045 -3.876569 -1.352041 0.1 -0.1 -0.1
H -0.343160 -2.511699 1.312884 0.0 0.0 0.0
H 2.020356 -3.469611 -2.139555 0.0 0.1 0.0
H 0.445039 -4.422165 -3.548688 0.0 0.0 0.0
H -1.919911 -4.845889 -3.208663 0.0 0.0 0.0
N 0.271736 -2.421130 -2.787120 0.0 -0.1 0.1
C 0.950162 -2.755193 -0.369840 0.1 -0.1 -0.3
O 1.007230 -1.342396 -0.486289 -0.6 0.4 0.8
C 2.119724 -3.314638 0.401099 0.0 -0.2 -0.1
C 2.700910 -4.528132 0.019551 0.1 0.0 -0.2
N 3.155038 -5.511532 -0.399052 -0.1 0.0 0.0
C 2.459040 -2.697696 1.593493 0.0 0.1 0.2
N 2.702613 -2.126564 2.579586 0.0 -0.1 -0.3
H -0.440845 -1.793022 -2.352604 0.0 0.1 0.0
H 0.793173 -2.017712 -3.557126 0.0 -0.1 0.0
```
Positions in Å, forces in eV/Å.

Calculated values
- charge = -1
- M (g/mol) = 1181.63
- energy relative to the best compared isomer or geometry (same formula, charge and spin) (kcal/mol) = 187.8
- multiplicity = 5
- ⟨S²⟩ = 6.024

3.
A molecular structure, C36H32N4O5RuS2. Source: OMol25; level of theory: ωB97M-V/def2-TZVPD.

Structure (XYZ):
```
80
Properties=species:S:1:pos:R:3:forces:R:3
Ru -0.056199 -0.208818 0.264634 2.0 -0.7 -0.2
N 1.135801 -3.215028 2.976998 -0.2 -0.1 0.2
C 0.047379 -3.862050 3.633241 0.3 0.2 -0.2
C 0.300845 -4.923811 4.475461 0.0 -0.2 0.1
C -0.749601 -5.573920 5.116540 0.1 0.0 0.0
C -2.048425 -5.157854 4.904896 -0.1 0.1 0.0
C -2.300328 -4.087754 4.050360 -0.1 -0.1 0.0
C -1.256159 -3.439677 3.420769 0.0 0.2 -0.2
S -1.622977 -2.052931 2.368377 0.2 -0.1 0.1
N -0.096860 -1.724032 1.683176 -1.7 0.8 -0.6
C 0.994665 -2.268037 2.020280 0.9 -0.4 0.1
C 2.167669 -1.839613 1.214312 -0.2 -0.2 0.3
C 3.443348 -2.327685 1.356189 0.4 -0.1 0.0
C 4.438552 -1.859758 0.502605 0.0 -0.1 0.2
C 4.113666 -0.940590 -0.470667 -0.1 0.0 0.0
C 2.800055 -0.502837 -0.569599 0.1 -0.1 -0.1
N 1.859584 -0.943025 0.264051 -0.6 0.3 0.4
H 2.056522 -3.553128 3.183983 0.0 -0.1 0.0
H 1.324312 -5.248208 4.630922 0.0 0.0 0.0
H -0.544247 -6.409106 5.772371 0.0 0.0 0.0
H -2.869758 -5.657634 5.400062 0.0 0.0 0.0
H -3.316361 -3.754510 3.872539 0.0 0.0 0.0
H 3.687561 -3.066463 2.105661 0.0 0.0 0.0
H 5.452936 -2.223416 0.602380 0.0 0.0 0.0
H 4.859558 -0.551177 -1.148439 0.0 0.0 0.0
H 2.476100 0.212913 -1.309453 0.0 0.0 0.0
C -0.328975 0.093280 -5.171855 0.0 0.0 0.0
C 0.562450 -0.870156 -4.717903 0.0 0.0 0.0
C 0.461480 -1.352059 -3.422107 0.1 0.1 0.0
C -0.522868 -0.863263 -2.567377 0.0 -0.2 0.2
C -1.448006 0.058157 -3.036501 -0.1 0.0 0.0
C -1.339902 0.542379 -4.334052 0.0 0.0 0.0
N -0.546669 -1.357697 -1.216349 -0.4 0.3 0.0
C -1.019690 -2.702667 -1.091570 0.3 0.2 -0.2
C -0.210553 -3.707624 -0.577726 0.1 -0.1 0.0
C -0.696921 -5.000706 -0.441856 0.0 0.0 0.0
C -1.992886 -5.303617 -0.831999 0.0 0.0 0.0
C -2.788882 -4.308935 -1.386802 0.0 0.0 0.0
C -2.302084 -3.018812 -1.526872 -0.2 0.0 0.1
H -0.245115 0.480768 -6.178853 0.0 0.0 0.0
H 1.334398 -1.251252 -5.374865 0.0 0.0 0.0
H 1.149473 -2.106271 -3.055297 0.0 0.0 0.0
H -2.247252 0.386480 -2.387742 0.1 0.1 0.0
H -2.054129 1.275136 -4.688511 0.0 0.0 0.0
H 0.819574 -3.484525 -0.330697 0.0 0.0 0.0
H -0.055869 -5.778066 -0.043944 0.0 0.0 0.0
H -2.374175 -6.309930 -0.719129 0.0 0.0 0.0
H -3.796643 -4.536353 -1.710511 0.0 0.0 0.0
H -2.922320 -2.238480 -1.950677 0.0 0.0 0.0
O 1.142338 1.653116 -0.819151 -0.4 0.1 -0.2
C 0.004483 2.127453 -1.064135 -0.4 0.0 0.1
O -1.041737 1.540469 -0.622341 -0.2 0.3 -0.1
C -0.152398 3.371534 -1.856915 0.0 0.0 0.0
C -1.419313 3.833154 -2.186649 0.0 0.1 0.0
C -1.593481 4.977989 -2.970931 0.0 -0.1 0.0
C -0.452021 5.610184 -3.396431 -0.1 0.1 -0.1
O -0.352674 6.727312 -4.163266 0.1 0.1 0.0
C 1.046473 6.935799 -4.394400 -0.1 -0.1 0.1
O 1.758609 5.967126 -3.621619 0.0 0.1 0.0
C 0.813082 5.150171 -3.068740 0.1 0.0 0.0
C 1.003179 4.035173 -2.304893 0.0 -0.1 0.1
H -2.279903 3.284919 -1.827734 0.0 0.0 0.0
H -2.573645 5.346832 -3.241161 0.0 0.0 0.0
H 1.321590 7.937835 -4.072091 0.0 0.0 0.1
H 1.264378 6.794871 -5.453166 0.0 -0.1 -0.1
H 1.985980 3.666378 -2.047782 0.0 0.0 0.0
O 0.169076 1.011762 2.006987 0.2 0.1 0.1
S 0.623599 2.482874 2.060048 0.0 -0.3 -0.2
C 0.716516 2.812854 3.830992 0.1 0.1 0.1
C 0.002083 4.140086 4.041257 -0.1 0.0 0.0
C -1.281515 4.034795 3.219195 0.0 0.0 0.0
C -0.866411 3.511089 1.845309 -0.1 0.0 0.0
H 1.760510 2.804170 4.137953 0.0 0.0 0.0
H 0.185551 1.980340 4.296647 0.0 0.0 0.0
H 0.617815 4.966548 3.677292 0.0 0.0 0.0
H -0.191943 4.317685 5.098153 0.0 0.0 0.0
H -1.789155 4.994471 3.133575 0.0 0.0 0.0
H -1.971039 3.336728 3.696354 0.0 0.0 0.0
H -0.588937 4.310740 1.156975 0.0 0.0 0.0
H -1.593165 2.867907 1.352214 0.0 0.0 0.0
```
Positions in Å, forces in eV/Å.

Calculated values
- charge = +1
- M (g/mol) = 765.88
- energy relative to the best compared isomer or geometry (same formula, charge and spin) (kcal/mol) = 30.9
- multiplicity = 2
- ⟨S²⟩ = 0.765